Record 1
The following is a DFT calculation (wB97M-V/def2-TZVPD) of a molecular structure, C78H54N4O2ReS2 at a distorted geometry.

```
! wB97M-V def2-TZVPD RIJCOSX def2/J DEFGRID3
* xyz 2 2
Re -0.7133 0.1417 -0.2888
S 1.4470 -1.1392 2.1442
S 1.4619 -0.6709 -1.6323
O 1.2412 -0.0793 1.0615
O 1.3962 0.2371 -2.7995
N -1.1170 1.5279 1.1509
N -0.9581 1.6641 -1.6647
N -1.4654 -1.1138 -1.7502
N -1.3614 -1.2871 1.0939
C -1.7447 -2.3879 3.0713
C -1.8071 -5.6420 -0.5156
C 1.5899 -2.3073 -2.3398
C -0.5556 0.4729 6.8417
C -0.0047 0.8894 -5.8584
C 3.7840 -1.1889 -0.1074
C -1.1710 0.3338 -3.7346
C -1.1417 0.3943 -5.2194
C -1.0734 7.3907 -0.1941
C -1.2853 3.6078 -0.1838
C 1.8645 -4.7607 -3.6073
C -1.7710 0.1051 7.4014
C 5.5353 1.0342 6.0341
C -1.1403 2.8145 -3.6507
C -1.9534 -3.2819 2.0739
C 2.2292 -3.5784 -4.2586
C 2.2998 -2.5344 1.4186
C 4.8437 -6.1215 -1.0174
C 2.0918 -2.3522 -3.6363
C 3.6382 -0.5057 5.4190
C 3.5630 0.5087 2.8279
C -2.6529 -0.3180 5.2041
C 2.6986 -0.9884 4.5243
C 5.7661 0.2529 -0.3476
C 4.5439 0.4884 5.0428
C -1.8329 -2.4487 -1.6025
C -1.1401 1.2969 2.5300
C -2.5989 -4.5015 -0.4539
C -4.5691 -5.8847 -0.3525
C -1.4332 0.0510 4.6360
C 7.1567 -1.3248 1.4927
C -0.6962 6.0571 -0.2782
C 1.8985 -3.7660 1.9926
C 1.1933 -3.4578 -1.6796
C -1.0723 0.6067 -7.9951
C 2.4514 -4.9309 1.5589
C -2.2467 0.0128 -5.9815
C -2.2108 0.1244 -7.3641
C 1.3421 -4.6788 -2.3212
C 5.1323 -0.8647 0.2489
C -2.0033 -3.1296 -0.4073
C -3.7749 -7.0225 -0.4143
C -1.0319 1.5291 -3.0393
C 2.6808 -0.4812 3.2308
C -1.2284 2.9006 1.0086
C 3.1288 -0.3684 -0.9882
C -1.4391 -1.1337 2.4581
C -1.2817 0.0681 3.1514
C -2.8207 -0.2876 6.5812
C -1.7520 -2.5885 0.8420
C -2.3954 -6.9003 -0.4985
C 3.7767 -3.6956 -0.0886
C 4.4962 0.9787 3.7376
C 7.1256 0.5216 -0.0494
C 5.8583 -1.6264 1.2041
C -1.2056 3.7328 -2.6555
C -1.6774 -2.1081 -3.8099
C -1.1238 3.0245 -1.4224
C -1.6456 5.0549 -0.1161
C -2.4005 7.7277 0.0309
C -1.4221 -0.8878 -3.1183
C 3.3922 -4.9278 0.4993
C -1.9614 -3.0553 -2.8802
C 5.2044 -4.8983 -1.6257
C -2.9770 5.3942 0.1152
C -0.3862 0.4495 5.4642
C 2.0493 -6.0890 -4.2894
C 0.0301 0.9871 -7.2416
C -1.2502 3.5237 2.2881
C -3.3537 6.7281 0.1769
C 3.2323 -2.4700 0.4188
C -3.9838 -4.6263 -0.3693
C -1.1778 2.5433 3.2205
C 7.8089 -0.2550 0.8374
C 5.0298 1.0729 -1.2331
C 4.6837 -3.7180 -1.1789
C 3.7315 0.7875 -1.5303
C 3.9498 -6.1349 0.0130
H -3.7193 4.6118 0.2292
H 7.6141 1.3537 -0.5431
H -4.5974 -3.7332 -0.3105
H 1.4463 -6.1429 -5.1976
H 5.1962 1.7465 3.4284
H 5.5096 1.9337 -1.6844
H 3.6543 -7.0711 0.4739
H 0.8548 1.1680 -5.2586
H 1.1544 -3.7630 2.7831
H 6.4092 0.3827 6.1037
H 3.5024 0.9218 1.8273
H 0.5669 0.7302 5.0274
H 1.7727 -6.9173 -3.6387
H -1.0446 0.6838 -9.0746
H 2.6284 -3.6224 -5.2660
H -3.4789 -0.5941 4.5583
H -3.0787 -0.1588 -7.9471
H -0.3283 8.1684 -0.3049
H 4.9609 -2.7916 -1.6650
H -4.3928 6.9857 0.3371
H -1.3047 4.5896 2.4456
H 1.9825 -1.7443 4.8314
H 5.2772 -7.0469 -1.3755
H 0.7828 -3.4110 -0.6768
H -5.6454 -5.9748 -0.2837
H -1.8052 -2.5576 4.1346
H -2.2091 -4.0928 -3.0448
H -3.7754 -0.5633 7.0112
H 5.9041 -4.8984 -2.4527
H 3.0926 -6.2183 -4.5847
H -4.2321 -8.0030 -0.3934
H -1.6497 -2.2288 -4.8803
H -1.3238 4.8016 -2.7402
H 0.2613 0.7877 7.4795
H -1.1817 2.6562 4.2920
H -1.9017 0.1287 8.4761
H -2.2337 -4.3213 2.1581
H -3.1476 -0.3268 -5.4827
H 8.8516 -0.0529 1.0474
H -0.7287 -5.5439 -0.5646
H 1.0584 -5.5925 -1.8120
H 3.6615 -0.8950 6.4302
H -1.7740 -7.7860 -0.5412
H 7.6940 -1.9074 2.2305
H 3.1632 1.4038 -2.2114
H -2.6936 8.7676 0.0956
H 2.1740 -5.8758 2.0129
H 0.3409 5.7934 -0.4562
H 5.8794 2.0247 5.7414
H 0.9165 1.3672 -7.7338
H 5.0958 1.0985 7.0290
H 2.3613 -1.4304 -4.1389
H 5.3720 -2.4467 1.7174
H -1.2089 2.9918 -4.7118
*
```

The calculation puts the relative energy (zero: lowest compared OMol25 entry of this formula, charge and spin) at 0.224 eV. The value obtained for the frontier orbital gap (spin up / spin down) is 5.57 / 5.36 eV. The expectation value of S² is 0.814. The HOMO energy (spin up / spin down) is -12.0 / -11.9 eV. The calculation puts the LUMO energy (spin up / spin down) at -6.43 / -6.49 eV. The value obtained for the largest force on an atom is 3.3 eV/A.

Here are the Mulliken charges for atoms 1 to 99, given in e:
1 Re 0.996
2 S 0.789
3 S 1.864
4 O -1.061
5 O -0.459
6 N 0.043
7 N 0.243
8 N -0.272
9 N -0.335
10 C -1.845
11 C 0.351
12 C 0.934
13 C -1.008
14 C -0.080
15 C -1.018
16 C 1.130
17 C -0.103
18 C -0.885
19 C 0.743
20 C 0.529
21 C -0.611
22 C -1.559
23 C -1.438
24 C -1.870
25 C -1.401
26 C 1.692
27 C -0.788
28 C -0.661
29 C -1.114
30 C -0.437
31 C -0.266
32 C -0.532
33 C 1.006
34 C 0.993
35 C 0.447
36 C 0.711
37 C -0.363
38 C -0.855
39 C 0.276
40 C -0.878
41 C 0.242
42 C -1.083
43 C 0.909
44 C -0.511
45 C -0.986
46 C -0.276
47 C -0.944
48 C -0.787
49 C 0.847
50 C 1.030
51 C -0.463
52 C 0.677
53 C 0.656
54 C 0.625
55 C 1.334
56 C 1.073
57 C 1.216
58 C -1.000
59 C 0.734
60 C -1.012
61 C 0.660
62 C -1.062
63 C -0.994
64 C -0.880
65 C -1.803
66 C -1.515
67 C 0.509
68 C -0.282
69 C -0.382
70 C 1.114
71 C 1.106
72 C -1.662
73 C -1.087
74 C 0.179
75 C -0.210
76 C -1.809
77 C -0.986
78 C -1.814
79 C -0.896
80 C -1.058
81 C -0.111
82 C -1.423
83 C -0.757
84 C -1.267
85 C -0.393
86 C -1.305
87 C -1.010
88 H 0.474
89 H 0.498
90 H 0.525
91 H 0.371
92 H 0.425
93 H 0.472
94 H 0.504
95 H 0.560
96 H 0.493
97 H 0.290
98 H 0.383
99 H 0.748

Record 2
The following is a DFT calculation (wB97M-V/def2-TZVPD) of C23H26N4O3S in the gas phase at a distorted geometry.

```
! wB97M-V def2-TZVPD RIJCOSX def2/J DEFGRID3
* xyz 0 1
S -1.7506 -3.7184 -1.5903
O -1.4317 0.4660 -0.0970
O -1.2808 3.0191 2.0692
O 2.2742 2.1012 1.3287
N 0.0056 -0.2939 1.4739
N -1.3950 -4.0078 0.0004
N -1.0767 -2.9742 0.6359
N 0.4729 2.4092 -0.0074
C -0.0543 5.0406 -2.2462
C 2.0078 -1.8149 -0.1729
C -2.2168 1.1828 2.9029
C 1.6039 -1.1646 -2.4648
C 1.8666 -0.8346 -1.1477
C 2.2135 -1.3919 1.2538
C -0.4234 3.6768 -2.8216
C -3.1416 2.2493 3.0115
C 0.2113 1.0584 1.9941
C -1.4642 -2.0585 -1.3921
C 1.0979 3.2739 -0.9829
C 2.0842 -4.2672 0.4613
C 1.1004 1.9248 1.0629
C -2.5168 3.3381 2.4919
C -0.8355 -0.4652 0.4364
C 1.4825 -2.4951 -2.8223
C 1.9090 -3.1627 -0.5367
C -1.0840 -1.8342 -0.0843
C 0.5380 4.7110 -0.8734
C 0.8681 -1.3315 2.0010
C 1.6462 -3.4792 -1.8634
C -1.1021 1.7066 2.3152
C 0.7584 2.8052 -2.4064
H 1.2811 -4.2607 1.1963
H 1.2727 -2.7689 -3.8461
H 1.3090 5.4204 -0.5796
H -1.3394 3.3083 -2.3570
H -1.5709 -1.3436 -2.1796
H 2.1717 3.2412 -0.7811
H 0.7885 0.9501 2.9211
H 1.6068 2.9863 -3.0674
H 1.5651 -4.5187 -2.1496
H 1.9767 0.2025 -0.8676
H -2.8276 4.3564 2.3691
H 2.6792 -0.4052 1.2838
H -0.5679 3.7003 -3.9007
H -2.3639 0.1666 3.2068
H 2.0740 -5.2319 -0.0396
H 3.0303 -4.1647 0.9908
H -0.9082 5.7124 -2.1761
H -0.4880 2.1254 -0.1711
H -4.1299 2.2037 3.4200
H 2.8610 -2.0935 1.7792
H 1.4998 -0.3890 -3.2094
H 1.0469 -1.1180 3.0573
H 0.5220 1.7424 -2.4262
H 0.3501 -2.2871 1.9269
H -0.2394 4.7251 -0.1088
H 0.7005 5.5116 -2.8781
*
```

As for the SMILES: Cc1ccccc1CCN(C(=O)c1csnn1)[C@@H](C(=O)NC1CCCC1)c1ccco1. The calculation puts the relative energy (zero: lowest compared OMol25 entry of this formula, charge and spin) at 2.591 eV. The value obtained for the frontier orbital gap is 8.72 eV. The HOMO energy is -8.5 eV. The calculation puts the LUMO energy at 0.19 eV. The value obtained for the largest force on an atom is 1.7 eV/A.

Atomic charges from the Mulliken analysis, expressed in e, are listed below:
1 S 0.080
2 O -0.790
3 O -0.294
4 O -0.747
5 N -0.091
6 N -0.897
7 N 0.014
8 N 0.161
9 C -0.652
10 C 0.433
11 C -0.745
12 C -0.807
13 C -0.350
14 C -0.969
15 C -0.693
16 C -0.595
17 C 0.813
18 C -0.212
19 C -0.201
20 C -1.615
21 C -0.268
22 C -0.638
23 C 0.847
24 C -0.846
25 C 0.987
26 C 0.162
27 C -0.822
28 C -1.341
29 C -0.758
30 C -0.171
31 C -0.444
32 H 0.299
33 H 0.442
34 H 0.345
35 H 0.226
36 H 0.478
37 H 0.739
38 H 0.712
39 H 0.453
40 H 0.353
41 H 0.635
42 H 0.483
43 H 0.473
44 H 0.448
45 H 0.599
46 H 0.426
47 H 0.361
48 H 0.400
49 H 0.331
50 H 0.475
51 H 0.591
52 H 0.461
53 H 0.461
54 H -0.087
55 H 0.942
56 H 0.133
57 H 0.268